1.
C6H14ClP | ωB97M-V with the def2-TZVPD basis set

The geometry in XYZ format:
```
22
Properties=species:S:1:pos:R:3:forces:R:3
C -1.90508 -2.58883 0.16255 2.79 -0.78 -1.70
C -1.75314 -1.12144 0.18719 3.77 0.02 -1.02
P -0.11674 -0.67517 -1.16517 -1.25 -0.66 2.60
Cl -1.20789 0.52925 -2.29353 -1.03 1.13 -1.69
C 0.79744 0.65403 -0.22437 -0.32 1.03 0.16
C 1.45710 -0.03464 0.95786 0.23 -4.57 -3.07
C 1.88051 1.38743 -1.03164 -1.40 -0.16 -0.68
C -0.03034 1.83536 0.32201 0.71 0.32 1.02
H -2.12318 -2.81589 -0.92344 0.59 -0.68 1.20
H -0.97420 -3.08656 0.63229 -1.44 0.36 -1.25
H -2.72129 -2.87185 0.71457 -2.11 -0.88 1.44
H -1.38567 -0.80363 1.14405 -0.30 0.69 0.47
H -2.64174 -0.71092 -0.18073 -0.97 1.45 -0.41
H 0.83295 -0.90038 1.24654 0.11 0.37 0.42
H 2.44304 -0.54238 0.73204 -0.86 0.83 -0.02
H 1.55512 0.59157 1.72610 0.55 2.40 3.17
H 1.55345 2.33668 -1.50135 0.03 -0.88 -0.10
H 2.36214 0.72331 -1.70871 0.64 -0.34 -0.76
H 2.52774 1.64942 -0.26497 1.84 0.79 1.10
H -0.11569 2.58657 -0.46526 -0.41 -0.01 0.37
H -0.99274 1.58634 0.73566 -0.50 -0.20 -0.01
H 0.55821 2.27174 1.19831 -0.67 -0.23 -1.24
```
Positions in Å, forces in eV/Å.

E_LUMO = 0.89 eV
HOMO energy = -8.69 eV
Kohn-Sham gap = 9.57 eV
SMILES = CCP(Cl)C(C)(C)C



2.
C6H14CrMgO4 | ωB97M-V with the def2-TZVPD basis set

The geometry in XYZ format:
```
26
Properties=species:S:1:pos:R:3:forces:R:3
O 1.63679 1.07595 3.05017 0.25 1.31 -4.06
Cr 2.22099 2.27378 4.32734 0.85 1.11 1.71
C 0.95450 -0.17070 3.22576 -2.43 -1.79 -0.64
H 1.42345 -0.94827 2.61049 0.38 0.23 0.50
H -0.09031 -0.03554 2.81645 1.02 -0.14 0.97
H 0.93821 -0.44744 4.28347 0.08 0.04 -0.14
O -0.93718 0.32720 0.65844 2.87 4.60 0.21
C -0.46796 1.54786 0.41885 -5.34 -3.33 -1.80
C -0.18981 1.90465 -1.02144 1.75 -0.59 -0.07
O 0.24433 0.69781 -1.65527 -0.35 -0.01 1.85
C 0.20254 0.64517 -3.07660 -0.09 0.16 -1.79
C 0.52582 -0.78132 -3.45226 0.56 0.20 -0.45
O -0.27824 -1.64907 -2.63842 -0.43 0.98 1.44
C -0.24563 -3.01490 -3.06134 0.06 -1.41 -0.53
Mg -0.64396 -0.92167 -0.79070 0.05 -0.94 -1.85
H 1.58819 1.33692 2.03318 0.53 -0.61 2.96
H -0.86860 2.36667 1.03541 0.85 -0.19 0.77
H 0.57920 2.68369 -1.12034 -0.18 0.05 -0.04
H -1.10704 2.25469 -1.53073 -0.17 0.30 0.63
H 0.94164 1.32909 -3.51453 -0.17 -0.14 0.12
H -0.80359 0.92805 -3.42126 0.18 -0.02 0.09
H 1.58467 -1.01417 -3.26934 -0.21 0.02 -0.12
H 0.29217 -0.95342 -4.51103 0.06 0.06 0.21
H -0.85159 -3.59466 -2.35925 0.06 0.05 -0.20
H -0.66681 -3.09148 -4.07113 0.07 -0.01 0.28
H 0.78970 -3.38034 -3.05355 -0.26 0.08 -0.02
```
Positions in Å, forces in eV/Å.

E_LUMO (spin up / spin down) = -18.27 / -16.98 eV
HOMO energy (spin up / spin down) = -23.33 / -23.33 eV
Kohn-Sham gap (spin up / spin down) = 5.05 / 6.34 eV
⟨S²⟩ = 6.0068
Total charge = +4
Multiplicity = 5



3.
C6H14IN | ωB97M-V with the def2-TZVPD basis set

The geometry in XYZ format:
```
22
Properties=species:S:1:pos:R:3:forces:R:3
C -2.36383 0.02661 0.29577 -1.59 0.94 1.65
C -1.10695 -0.48389 -0.30982 2.56 0.20 2.36
C 0.37454 0.20678 0.36374 -2.86 -0.68 -0.72
C 1.22688 -1.06765 0.49360 -1.54 0.07 0.27
C 0.07520 0.75516 1.77200 1.55 -1.25 -0.25
N 0.96230 1.28855 -0.46417 -0.01 -1.51 1.31
C 1.92084 0.85371 -1.44168 -3.37 0.33 -2.78
I -0.06090 2.99457 -0.74715 -0.14 -0.19 -0.20
H -2.40231 1.19003 0.40543 -0.32 -2.14 -0.72
H -3.21521 -0.46879 -0.23547 0.35 1.13 0.02
H -2.54667 -0.35522 1.32065 0.47 0.29 -0.22
H -0.95911 -1.55964 -0.00704 -0.58 1.01 -1.07
H -1.24431 -0.30031 -1.34864 0.84 -0.23 -1.12
H 1.50358 -1.51280 -0.41770 0.44 -0.28 -1.39
H 2.05421 -1.04319 1.12376 1.80 0.74 0.99
H 0.61588 -1.84490 0.96240 -0.18 0.30 0.08
H -0.67199 1.49823 1.77884 -0.94 0.79 0.08
H -0.15859 -0.05429 2.47889 -0.22 0.23 -0.31
H 1.01394 1.19805 2.11778 -0.10 0.11 0.09
H 2.10035 1.68272 -2.10075 0.01 0.31 -0.63
H 2.79956 0.73047 -0.97634 3.35 -1.25 1.64
H 1.59312 -0.03363 -2.09012 0.46 1.07 0.91
```
Positions in Å, forces in eV/Å.

E_LUMO = 0.22 eV
HOMO energy = -7.84 eV
Kohn-Sham gap = 8.07 eV
SMILES = CCC(C)(C)N(C)I



4.
C6H14IN3 | ωB97M-V with the def2-TZVPD basis set

The geometry in XYZ format:
```
24
Properties=species:S:1:pos:R:3:forces:R:3
C 0.51837 0.42968 0.21591 0.78 0.47 -0.61
C -1.71590 -0.87935 0.23658 3.60 -0.79 -0.39
C -1.60105 -2.14052 0.97466 0.51 -0.03 2.44
C 2.26786 2.34030 -0.23748 -1.51 -0.79 -0.31
C -0.02409 -1.12546 -1.59126 -1.21 1.37 -0.17
C 1.79493 0.87905 -0.52819 -1.12 0.99 -0.37
N 0.25921 0.94827 1.38335 3.14 3.05 0.30
N -2.76060 -0.07843 0.06654 -0.38 3.52 -1.15
N -0.26264 -0.34224 -0.41667 -4.78 -2.42 1.35
I 3.29311 -0.57048 0.22950 -0.19 0.27 -0.51
H -2.62163 -2.60690 1.10682 1.27 0.11 -0.48
H -1.23997 -1.95491 2.06704 -0.72 -0.14 -1.25
H -0.77818 -2.81020 0.63780 -1.07 0.09 -0.35
H 2.68661 2.32008 0.74183 0.51 0.50 0.79
H 1.39701 3.08485 -0.24840 1.14 -1.13 -0.31
H 3.02800 2.58971 -0.96188 0.11 0.38 -0.12
H 0.87122 -0.86798 -2.03434 1.95 0.00 -1.07
H -0.81412 -0.87132 -2.26645 -0.48 -0.08 -0.64
H -0.09711 -2.13156 -1.34582 0.08 -1.91 0.31
H 1.52443 0.70085 -1.60380 1.19 0.08 1.01
H 0.85360 1.77308 1.59523 -0.69 -0.92 0.13
H -0.36339 0.75928 2.10305 -1.90 -1.03 0.86
H -3.76685 -0.31153 0.20230 1.46 0.18 -0.31
H -2.44884 0.86572 -0.32631 -1.69 -1.78 0.83
```
Positions in Å, forces in eV/Å.

E_LUMO (spin up / spin down) = -9.16 / -12.92 eV
HOMO energy (spin up / spin down) = -13.18 / -17.96 eV
Kohn-Sham gap (spin up / spin down) = 4.02 / 5.04 eV
⟨S²⟩ = 2.0078
Total charge = +2
Multiplicity = 3



5.
C6H14N2 | ωB97M-V with the def2-TZVPD basis set

The geometry in XYZ format:
```
22
Properties=species:S:1:pos:R:3:forces:R:3
C -1.69069 -0.43481 2.13346 0.70 1.89 -2.36
C -0.78120 0.22698 0.95246 -2.29 0.99 2.69
C -0.30079 -0.79098 -0.02358 0.74 -1.00 -0.57
C -0.02873 -0.36177 -1.41349 2.25 1.59 -3.02
C -0.99420 -0.17667 -2.34925 3.12 0.47 -1.05
C 2.31305 0.47137 -0.91053 -0.02 1.49 0.33
N 1.46164 -0.18211 -1.86028 -3.42 -1.70 1.43
N 0.34451 0.91794 1.60813 0.33 -0.23 -0.41
H -1.30283 -0.24908 3.10090 0.50 0.08 0.87
H -2.65619 0.03977 2.05700 -0.65 0.14 0.21
H -1.83101 -1.44620 1.94041 -0.27 -2.01 -0.06
H -1.46880 0.99363 0.51008 0.93 -0.65 -0.11
H 0.60713 -1.24509 0.37351 0.10 -0.09 0.13
H -0.97252 -1.63912 -0.18850 -0.39 0.18 0.59
H -0.63903 0.08633 -3.40073 -0.71 -0.24 1.44
H -2.02626 -0.16342 -2.16112 -1.13 -0.39 0.36
H 2.83922 -0.25926 -0.33673 0.56 -0.48 0.66
H 1.66449 1.04918 -0.22851 0.81 0.03 -0.01
H 3.09639 1.15895 -1.34914 -0.97 -0.70 0.06
H 1.55123 0.13384 -2.78558 -0.30 0.49 -1.09
H 0.03984 1.73309 2.18208 0.22 -1.27 -0.22
H 0.77476 0.13741 2.14942 -0.10 1.40 0.16
```
Positions in Å, forces in eV/Å.

E_LUMO (spin up / spin down) = 4.01 / 3.83 eV
HOMO energy (spin up / spin down) = 1.40 / -4.81 eV
Kohn-Sham gap (spin up / spin down) = 2.61 / 8.64 eV
⟨S²⟩ = 0.7503
Total charge = -1
Multiplicity = 2



6.
C6H14N2 | ωB97M-V with the def2-TZVPD basis set

The geometry in XYZ format:
```
22
Properties=species:S:1:pos:R:3:forces:R:3
C -1.36570 -1.78951 1.32364 0.89 1.01 -0.43
C -0.59684 -0.68563 1.21680 0.21 -1.19 1.00
C 0.84667 -0.60141 0.68754 -0.82 0.03 -0.65
N 1.32713 -1.91415 0.23749 0.13 0.05 -0.10
C 0.90145 0.45779 -0.46372 -1.05 -0.52 -0.43
C 1.03747 1.89343 0.04210 -0.26 -0.05 -0.12
N -0.27239 0.23294 -1.39982 1.25 0.87 -0.01
C -1.49024 1.01398 -1.26093 -0.20 -0.33 0.04
H -2.27581 -1.78128 1.91256 -0.08 0.14 -0.27
H -1.10157 -2.71712 0.82583 0.17 0.02 0.26
H -0.93684 0.20862 1.73494 0.02 0.04 -0.12
H 1.48268 -0.27472 1.51851 -0.06 -0.06 -0.04
H 1.03327 -2.07801 -0.72388 -0.06 -0.06 0.18
H 2.34462 -1.92112 0.20120 -0.22 0.07 0.09
H 1.79443 0.25672 -1.06901 -0.05 -0.12 0.17
H 1.02358 2.60624 -0.78966 -0.03 -0.13 0.11
H 1.99288 2.01732 0.56515 -0.15 -0.14 -0.10
H 0.24254 2.16734 0.74111 0.01 -0.01 -0.07
H -0.47386 -0.75227 -1.55566 0.12 0.39 0.27
H -2.09586 0.69734 -0.40970 -0.18 0.16 0.18
H -1.31146 2.08911 -1.17919 0.25 -0.19 0.00
H -2.10614 0.87438 -2.15530 0.12 -0.01 0.04
```
Positions in Å, forces in eV/Å.

E_LUMO = 1.06 eV
HOMO energy = -8.31 eV
Kohn-Sham gap = 9.37 eV
SMILES = C=C[C@@H](N)[C@H](C)NC



no.,largest force on an atom (eV Å⁻¹)
1,5.51
2,6.55
3,4.38
4,5.53
5,4.09
6,1.57